Model A:
A cluster of 2 separate species, C5H8O2 in total, computed with the ωB97M-V functional and the def2-TZVPD basis.

HOMO level, eV: -8.8
Spin multiplicity: 1
HOMO-LUMO gap, eV: 9.517
LUMO energy, eV: 0.7
SMILES: CC=C=O.C1CO1

Structure (XYZ):
```
15
Properties=species:S:1:pos:R:3:nbo_charge:R:1
C -2.08 -0.09 -1.33 -0.61
C -1.56 0.14 0.06 -0.55
C -1.36 1.29 0.70 0.72
O -1.16 2.28 1.27 -0.46
H -2.18 0.76 -2.00 0.23
H -3.12 -0.40 -1.37 0.22
H -1.37 -0.88 -1.74 0.22
H -1.42 -0.68 0.64 0.24
C 2.59 -0.32 1.09 -0.13
C 1.46 -0.39 0.06 -0.09
O 2.72 -0.08 -0.30 -0.49
H 2.84 0.53 1.64 0.19
H 2.89 -1.31 1.43 0.18
H 0.91 -1.31 -0.10 0.17
H 0.86 0.46 -0.03 0.18
```

Model B:
An isolated molecule of C5H8O2, computed with the ωB97M-V functional and the def2-TZVPD basis.

HOMO level, eV: -8.6
Spin multiplicity: 1
HOMO-LUMO gap, eV: 9.722
LUMO energy, eV: 1.1

Structure (XYZ):
```
15
Properties=species:S:1:pos:R:3:nbo_charge:R:1
C -2.25 0.32 1.67 -0.77
C -1.13 -0.54 1.15 0.26
O -0.53 0.12 0.19 -0.49
C 0.69 -0.44 -0.27 0.04
C 0.87 -0.62 -1.78 -0.08
O 2.07 0.16 -1.76 -0.52
C 1.81 0.58 -0.41 -0.08
H -2.04 0.44 2.74 0.25
H -2.34 1.31 1.20 0.21
H -3.19 -0.23 1.62 0.24
H 0.90 -1.33 0.33 0.21
H 1.05 -1.64 -2.14 0.19
H 0.08 -0.15 -2.39 0.18
H 1.42 1.61 -0.37 0.18
H 2.68 0.48 0.24 0.19
```

Model C:
An isolated molecule of C5H8O2, computed with the ωB97M-V functional and the def2-TZVPD basis.

HOMO level, eV: -9.5
Spin multiplicity: 1
HOMO-LUMO gap, eV: 10.515
LUMO energy, eV: 1.1
SMILES: C[C@@H]1C[C@H]1OC=O

Structure (XYZ):
```
15
Properties=species:S:1:pos:R:3:nbo_charge:R:1
C -1.52 -0.71 0.05 -0.60
C -0.49 0.23 0.42 -0.24
C 0.25 1.01 -0.55 -0.44
C 0.99 -0.13 -0.02 0.08
O 2.07 0.13 0.86 -0.52
C 3.33 -0.07 0.40 0.64
O 3.52 -0.29 -0.75 -0.57
H -1.82 -1.40 0.84 0.22
H -1.39 -1.25 -0.90 0.22
H -2.43 -0.01 -0.35 0.20
H -0.54 0.59 1.42 0.22
H -0.04 0.98 -1.55 0.22
H 0.59 1.94 -0.32 0.23
H 1.21 -1.14 -0.62 0.21
H 3.98 0.06 1.28 0.14
```

Model D:
A structure of composition C5H8O2, computed with the ωB97M-V functional and the def2-TZVPD basis.

HOMO level (spin up / spin down), eV: -8.2 / -8.1
Spin multiplicity: 1
HOMO-LUMO gap (spin up / spin down), eV: 8.622 / 7.892
LUMO energy (spin up / spin down), eV: 0.5 / -0.2

Structure (XYZ):
```
15
Properties=species:S:1:pos:R:3:nbo_charge:R:1
O -1.42 1.35 0.50 -0.48
C -1.08 -0.05 0.73 0.10
C -0.66 -0.76 -0.58 -0.46
C 0.74 -0.22 -0.30 0.15
C 1.86 -0.07 -1.03 -0.43
O 0.02 1.53 -0.50 -0.43
C 0.39 -0.11 1.18 -0.45
H -2.11 1.38 -0.19 0.50
H -1.86 -0.49 1.37 0.19
H -1.15 -0.44 -1.51 0.23
H -0.73 -1.85 -0.46 0.22
H 2.78 0.28 -0.58 0.21
H 1.87 -0.28 -2.10 0.21
H 0.77 0.76 1.72 0.24
H 0.59 -1.03 1.74 0.22
```

Which structure wins on stability? model C wins.